# 1
{"formula": "C30H71Ca2F6N6O14S2", "method": "ωB97M-V with the def2-TZVPD basis set", "elements": ["Ca", "Ca", "O", "C", "C", "O", "H", "H", "H", "H", "C", "F", "F", "F", "S", "O", "O", "N", "S", "O", "O", "C", "F", "F", "F", "C", "O", "C", "C", "N", "C", "C", "O", "C", "H", "H", "H", "H", "H", "H", "H", "H", "H", "H", "H", "H", "H", "H", "H", "C", "O", "C", "C", "N", "C", "C", "O", "C", "H", "H", "H", "H", "H", "H", "H", "H", "H", "H", "H", "H", "H", "H", "H", "C", "O", "C", "C", "N", "C", "C", "O", "C", "H", "H", "H", "H", "H", "H", "H", "H", "H", "H", "H", "H", "H", "H", "H", "C", "C", "C", "O", "C", "N", "H", "H", "H", "H", "H", "H", "H", "H", "H", "H", "H", "C", "C", "C", "O", "C", "N", "H", "H", "H", "H", "H", "H", "H", "H", "H", "H", "H"], "xyz": [[-0.857, 2.249, 3.432], [-5.108, -2.817, 1.047], [-1.224, -0.420, 0.852], [-0.181, -0.357, -0.151], [1.355, -0.127, 0.270], [1.723, 0.725, 1.334], [-0.511, 0.538, -0.678], [-0.267, -1.170, -0.872], [1.830, 0.150, -0.672], [1.819, -1.097, 0.450], [-10.048, -0.627, -2.009], [-10.667, 0.354, -2.742], [-10.823, -0.919, -0.974], [-9.893, -1.739, -2.807], [-8.344, 0.109, -1.424], [-8.318, 1.487, -1.897], [-8.264, -0.211, -0.029], [-7.108, -0.894, -2.157], [-6.875, -0.174, -3.624], [-8.019, 0.486, -4.289], [-5.634, 0.609, -3.661], [-6.494, -1.837, -4.590], [-5.498, -2.540, -4.072], [-7.547, -2.574, -4.603], [-6.168, -1.397, -5.834], [0.809, 5.286, -7.412], [1.493, 4.220, -6.783], [1.000, 2.950, -6.952], [2.007, 2.050, -6.268], [3.189, 2.183, -6.971], [4.172, 1.438, -6.144], [5.598, 1.135, -6.775], [6.346, 2.363, -6.685], [6.120, 3.253, -7.735], [-0.261, 5.309, -7.206], [0.931, 5.365, -8.492], [1.359, 6.133, -7.001], [0.843, 2.686, -7.998], [0.031, 2.938, -6.453], [1.790, 0.993, -6.424], [2.072, 2.353, -5.223], [3.377, 3.159, -6.791], [3.929, 0.468, -5.710], [4.352, 2.053, -5.262], [5.540, 0.781, -7.804], [6.089, 0.350, -6.199], [6.857, 4.048, -7.624], [5.086, 3.595, -7.676], [6.343, 2.881, -8.735], [-0.393, -7.942, 1.392], [-1.681, -8.169, 0.758], [-1.738, -7.800, -0.615], [-2.427, -6.388, -0.496], [-3.740, -6.393, 0.121], [-4.714, -7.025, -0.842], [-6.151, -6.936, -0.443], [-6.313, -6.034, 0.578], [-7.692, -5.967, 0.986], [-0.288, -6.861, 1.485], [0.463, -8.342, 0.848], [-0.489, -8.312, 2.412], [-2.429, -8.371, -1.236], [-0.761, -7.700, -1.086], [-2.495, -5.923, -1.479], [-1.912, -5.799, 0.264], [-3.627, -6.996, 0.923], [-4.517, -8.088, -0.986], [-4.588, -6.633, -1.852], [-6.499, -7.897, -0.064], [-6.774, -6.681, -1.300], [-7.995, -5.236, 1.736], [-8.128, -6.878, 1.396], [-8.298, -5.607, 0.155], [-8.077, 6.399, 3.147], [-6.853, 6.673, 3.812], [-6.503, 5.708, 4.793], [-4.947, 5.408, 4.613], [-4.439, 4.384, 3.654], [-4.815, 4.705, 2.285], [-3.892, 5.675, 1.522], [-2.500, 5.266, 1.553], [-1.640, 5.951, 0.523], [-8.325, 7.079, 2.333], [-8.884, 6.474, 3.876], [-8.166, 5.399, 2.723], [-6.949, 4.714, 4.810], [-6.840, 6.148, 5.731], [-4.439, 5.281, 5.570], [-4.608, 6.365, 4.218], [-5.039, 3.614, 3.915], [-5.821, 5.095, 2.133], [-4.985, 3.803, 1.697], [-3.985, 6.629, 2.040], [-4.289, 5.782, 0.513], [-0.597, 5.993, 0.835], [-1.971, 6.870, 0.039], [-1.713, 5.400, -0.415], [5.912, -2.668, 8.414], [5.854, -3.081, 6.918], [5.887, -4.619, 6.748], [6.741, -5.458, 7.662], [8.138, -5.313, 7.490], [4.613, -2.460, 6.298], [6.092, -1.597, 8.517], [6.726, -3.130, 8.972], [4.927, -2.839, 8.848], [6.777, -2.653, 6.528], [6.236, -4.788, 5.730], [4.871, -5.012, 6.757], [8.421, -5.224, 6.441], [8.772, -6.073, 7.946], [8.431, -4.356, 7.922], [4.330, -2.825, 5.400], [4.708, -1.497, 6.007], [8.732, 3.540, 2.213], [8.227, 3.067, 0.769], [8.222, 1.538, 0.775], [9.570, 0.936, 1.022], [10.444, 1.150, -0.058], [6.920, 3.643, 0.434], [8.326, 2.929, 3.020], [8.531, 4.581, 2.468], [9.815, 3.422, 2.205], [9.011, 3.388, 0.084], [7.694, 1.072, -0.058], [7.755, 1.178, 1.692], [11.516, 0.982, 0.050], [10.551, 2.231, -0.148], [9.950, 0.856, -0.984], [6.364, 2.895, 0.045], [6.450, 3.546, 1.322]], "de_lowest_ev": 19.759, "total_charge": 1, "homo_ev": -8.97, "largest_force_ha_per_bohr": 0.077, "orbital_gap_ev": 2.74}



# 2
{"formula": "C30H72B3F12N5O5", "method": "ωB97M-V with the def2-TZVPD basis set", "elements": ["C", "C", "C", "O", "C", "N", "H", "H", "H", "H", "H", "H", "H", "H", "H", "H", "H", "H", "C", "C", "C", "O", "C", "N", "H", "H", "H", "H", "H", "H", "H", "H", "H", "H", "H", "H", "C", "C", "C", "O", "C", "N", "H", "H", "H", "H", "H", "H", "H", "H", "H", "H", "H", "H", "C", "C", "C", "C", "C", "C", "N", "O", "C", "C", "C", "H", "H", "H", "H", "H", "H", "H", "H", "H", "H", "H", "H", "H", "H", "H", "H", "H", "H", "C", "C", "C", "C", "C", "C", "N", "O", "C", "C", "C", "H", "H", "H", "H", "H", "H", "H", "H", "H", "H", "H", "H", "H", "H", "H", "H", "H", "H", "B", "F", "F", "F", "F", "B", "F", "F", "F", "F", "B", "F", "F", "F", "F"], "xyz": [[-2.815, 3.242, -3.100], [-1.990, 3.841, -1.969], [-2.096, 5.374, -1.800], [-1.219, 5.715, -0.763], [-0.505, 6.900, -0.996], [-2.357, 3.169, -0.672], [-3.365, 3.170, -0.495], [-2.057, 2.191, -0.695], [-1.892, 3.646, 0.102], [-2.543, 3.668, -4.072], [-3.838, 3.386, -2.823], [-2.649, 2.175, -3.233], [-0.911, 3.641, -2.117], [-3.135, 5.661, -1.583], [-1.816, 5.831, -2.765], [-1.209, 7.727, -0.966], [-0.028, 6.858, -1.995], [0.288, 6.906, -0.280], [-5.716, -3.758, -0.271], [-4.984, -2.683, -1.139], [-5.660, -2.569, -2.511], [-4.823, -1.784, -3.409], [-3.884, -2.590, -4.103], [-4.886, -1.343, -0.475], [-3.909, -1.054, -0.412], [-5.251, -0.557, -1.041], [-5.300, -1.351, 0.471], [-6.783, -3.684, -0.469], [-5.474, -3.678, 0.787], [-5.300, -4.701, -0.634], [-3.986, -2.995, -1.428], [-6.564, -1.985, -2.394], [-5.806, -3.588, -2.880], [-4.320, -3.344, -4.736], [-3.136, -2.969, -3.417], [-3.450, -1.877, -4.789], [0.521, -0.256, 2.236], [-0.463, -0.801, 3.317], [-0.298, -0.387, 4.758], [-1.582, -0.586, 5.389], [-1.557, -0.517, 6.788], [-1.841, -0.337, 2.802], [-2.572, -0.657, 3.457], [-1.869, 0.680, 2.853], [-2.042, -0.638, 1.843], [1.577, -0.442, 2.464], [0.395, 0.826, 2.217], [0.292, -0.620, 1.233], [-0.534, -1.878, 3.282], [0.097, 0.668, 4.717], [0.429, -0.836, 5.402], [-0.755, -1.130, 7.156], [-2.391, -1.130, 7.108], [-1.553, 0.510, 7.125], [1.549, -3.486, -2.507], [1.840, -3.880, -1.011], [1.917, -5.408, -0.845], [2.630, -5.921, 0.387], [4.042, -5.297, 0.446], [4.126, -3.770, 0.428], [3.166, -3.303, -0.568], [3.499, -2.159, -1.237], [5.546, -3.278, 0.058], [3.705, -3.284, 1.832], [0.838, -3.351, 0.004], [1.176, -2.456, -2.535], [0.707, -4.046, -2.907], [2.340, -3.630, -3.258], [2.359, -5.803, -1.759], [0.869, -5.703, -0.745], [2.862, -6.962, 0.182], [2.015, -5.805, 1.281], [4.613, -5.653, -0.419], [4.532, -5.632, 1.363], [6.045, -3.705, -0.803], [6.206, -3.652, 0.840], [5.558, -2.194, 0.104], [4.483, -3.618, 2.490], [2.719, -3.630, 2.149], [3.776, -2.202, 1.917], [0.843, -2.276, 0.167], [1.029, -3.788, 0.981], [-0.143, -3.642, -0.388], [2.204, 1.193, -1.925], [3.227, 2.326, -1.654], [2.623, 3.688, -1.993], [3.429, 4.858, -1.457], [3.496, 4.851, 0.077], [4.026, 3.478, 0.652], [3.483, 2.381, -0.202], [3.241, 1.218, 0.511], [3.546, 3.304, 2.166], [5.545, 3.471, 0.659], [4.542, 2.086, -2.356], [2.698, 0.239, -1.784], [1.920, 1.337, -2.969], [1.342, 1.286, -1.275], [1.585, 3.671, -1.722], [2.764, 3.803, -3.066], [2.849, 5.734, -1.768], [4.438, 4.853, -1.904], [2.520, 4.971, 0.526], [4.215, 5.591, 0.409], [3.685, 4.301, 2.573], [4.171, 2.579, 2.682], [2.479, 3.062, 2.280], [5.769, 4.306, 1.276], [5.825, 3.536, -0.393], [6.103, 2.635, 1.043], [5.028, 1.220, -1.902], [5.248, 2.873, -2.193], [4.305, 1.853, -3.385], [-5.041, 1.848, 0.486], [-4.871, 3.112, -0.226], [-5.718, 2.245, 1.609], [-5.701, 1.064, -0.470], [-3.809, 1.248, 0.874], [-1.311, -0.344, -1.179], [-0.487, -0.836, -2.203], [-1.753, -1.412, -0.366], [-0.610, 0.594, -0.423], [-2.418, 0.366, -1.708], [-4.398, -2.041, 2.785], [-4.921, -3.219, 3.228], [-5.383, -1.190, 2.183], [-3.871, -1.365, 3.929], [-3.347, -2.301, 1.856]], "de_lowest_ev": 0.000, "total_charge": 2, "homo_ev": -13.35, "largest_force_ha_per_bohr": 0.180, "orbital_gap_ev": 4.44}



no.,calculated total energy (eV)
1,-144691.637
2,-84603.075